C9H4CaClF6NO6S2Te | ωB97M-V with the def2-TZVPD basis set

XYZ file:
```
31
Properties=species:S:1:pos:R:3:forces:R:3:lowdin_charge:R:1
Ca -0.350000 -0.392964 0.250314 0.580 1.173 -1.396 1.2072
Cl -6.388727 3.145044 -1.661044 0.169 -0.111 0.007 0.5714
C -4.909484 2.186831 -1.625150 -0.173 -0.096 -0.169 -0.6767
C -4.780583 1.085293 -2.488194 -0.154 0.125 0.029 -0.1223
C -3.644993 0.324904 -2.477118 0.006 0.025 0.140 -0.0136
C -2.555002 0.603744 -1.591657 0.301 -0.158 -0.373 -0.3847
O -1.516669 -0.145199 -1.591844 -0.672 0.259 -0.487 -0.2140
C -2.701532 1.762119 -0.767211 0.307 0.273 0.422 -0.1247
C -1.604703 2.312186 0.047326 -0.589 0.003 -0.445 -0.2105
O -0.451273 1.930204 0.065472 0.006 0.299 -0.099 -0.1249
C -3.886470 2.512295 -0.783271 0.008 0.098 0.089 -0.0891
H -5.595433 0.844702 -3.160963 0.008 0.001 0.014 0.0949
H -3.541034 -0.534062 -3.127377 -0.001 0.007 -0.003 0.1088
H -1.880942 3.194418 0.654775 -0.049 0.039 -0.046 0.1282
H -3.972398 3.372647 -0.127583 0.011 -0.022 -0.017 0.1080
F -2.076710 -3.026236 0.988056 -0.006 -0.040 -0.015 0.0343
C -1.508140 -3.065874 2.236883 0.166 0.209 -0.020 -0.6630
F -0.906631 -4.268794 2.323801 -0.022 -0.089 0.056 0.0789
F -2.544513 -3.084209 3.091128 -0.150 -0.054 0.038 0.0801
S -0.270019 -1.587897 2.482569 -0.434 -1.345 1.297 0.2302
O -1.446962 -0.652049 2.134264 0.306 -0.319 0.620 -0.6318
O 0.421890 -2.136713 1.198084 0.158 -0.659 1.027 -0.6932
N -0.253585 -2.065460 4.115055 0.607 -0.191 -0.285 -0.3718
S 0.753095 -3.041666 4.813638 -0.860 -0.044 -1.250 0.4952
O 0.056398 -4.081095 5.541311 0.138 0.168 0.070 -0.3275
O 1.915864 -3.432960 4.050641 -0.118 0.073 0.224 -0.3250
C 1.424128 -2.046421 6.193493 0.035 0.038 0.338 -0.6921
F 1.975188 -2.858675 7.129827 0.046 0.042 -0.017 0.0788
F 2.371197 -1.206692 5.801131 0.110 0.203 0.005 0.0870
F 0.461305 -1.346608 6.812883 0.041 0.040 0.047 0.1018
Te 1.435355 0.309769 2.635862 0.226 0.055 0.197 0.2599
```
Positions in Å, forces in eV/Å.

Values from the calculation:
HOMO ... -0.585 eV
Total charge ... -2
Energy relative to the best compared isomer or geometry (same formula, charge and spin) ... 20.4 kcal/mol
Maximum force ... 1.9 eV Å⁻¹
Kohn-Sham gap ... 4.498 eV
E ... -3653.04784 Eh

***

C9H4ClGaN3O2S4Sb | ωB97M-V with the def2-TZVPD basis set

XYZ file:
```
25
Properties=species:S:1:pos:R:3:forces:R:3:lowdin_charge:R:1
Ga 2.025040 -1.424640 0.730952 -0.074 -0.094 0.086 -0.4306
S 4.877640 0.530260 5.149452 0.174 -0.024 -0.259 -0.4335
Sb 4.641940 -0.517740 3.149352 -0.251 -0.044 0.525 0.3611
S 3.423140 -2.368840 -0.528848 -0.051 -0.002 0.091 -0.1209
S 2.167440 -1.089840 3.139352 -0.038 0.314 -0.408 -0.0526
S 3.418840 -2.612540 3.774152 0.363 -0.270 0.077 -0.1691
Cl -3.819460 1.259360 -3.081148 -0.302 -0.026 -0.197 0.6246
C -2.298360 1.336260 -2.249348 0.195 0.020 0.086 -0.6815
C -1.895260 2.544960 -1.704948 -0.102 -0.081 0.005 -0.1190
C -0.701560 2.599360 -1.011848 0.119 -0.089 0.017 -0.0221
C 0.081040 1.459560 -0.865448 0.106 0.081 0.114 -0.1131
C -0.327460 0.268960 -1.448848 0.154 -0.095 0.117 -0.0201
C -1.523460 0.194860 -2.138948 -0.135 0.083 -0.079 -0.0992
C 1.346540 1.541960 -0.032548 -0.010 -0.010 -0.178 -0.5715
O 1.912840 2.615560 0.088852 -0.087 0.178 -0.009 0.0505
O 1.717740 0.449660 0.524552 0.048 -0.119 0.254 -0.1235
H -2.522760 3.418460 -1.800748 -0.061 0.046 -0.042 0.0932
H -0.365460 3.523560 -0.563348 0.069 0.008 0.020 0.1144
H 0.292240 -0.615540 -1.355548 -0.040 0.060 -0.010 0.0957
H -1.860960 -0.739740 -2.562148 -0.032 -0.021 -0.058 0.1059
N 0.148340 -2.090840 0.941152 -0.537 0.018 -0.384 0.1024
C -1.016160 -2.143640 0.790252 1.919 -0.154 0.240 -0.3018
N -2.254460 -2.090740 0.761552 -0.575 1.093 0.579 0.0954
C -3.249160 -2.761140 0.321352 -0.346 -0.527 -0.362 -0.4386
N -4.218260 -3.287540 -0.027248 -0.508 -0.344 -0.222 0.0538
```
Positions in Å, forces in eV/Å.

Values from the calculation:
HOMO ... -2.104 eV
Total charge ... -2
Maximum force ... 1.9 eV Å⁻¹
Kohn-Sham gap ... 6.292 eV
E ... -4878.33341 Eh

***

C9H4ClNO4Ru | ωB97M-V with the def2-TZVPD basis set

XYZ file:
```
20
Properties=species:S:1:pos:R:3:forces:R:3:mulliken_spin:R:1
O 1.325201 2.755959 -1.899600 0.876 -4.554 2.703 0.1150
C 1.521900 1.817084 -1.240842 -0.943 9.153 -4.351 -0.0679
Ru 1.808695 0.216247 -0.223791 0.542 2.356 3.637 3.6664
O 5.441943 1.760034 1.057271 -4.682 -1.954 -1.675 -0.0300
C 4.429153 1.333134 0.690355 4.328 1.768 1.507 0.0966
C 1.728165 -0.793821 -1.747604 -0.307 -7.113 -10.846 -0.1044
O 1.655343 -1.443584 -2.725914 0.348 3.517 5.306 0.1256
C 2.102682 -1.364048 0.831109 2.083 -7.334 6.418 -0.0644
O 2.254262 -2.351070 1.427716 -0.734 4.246 -3.049 0.1117
Cl -2.867185 -2.458449 1.947073 0.503 0.919 -0.659 0.4051
C -2.297221 -1.158316 1.025268 -0.975 -1.758 1.264 0.2027
C -3.177686 -0.230712 0.490370 -0.560 1.310 -0.804 0.0458
C -2.651521 0.811275 -0.251647 -0.582 -0.121 0.126 -0.0258
C -1.274748 0.912278 -0.445691 -0.571 -0.185 0.230 0.2233
N -0.431431 0.004805 0.086288 0.006 -1.124 0.752 0.0339
C -0.920490 -1.030932 0.812801 1.232 1.010 -0.719 0.2721
H -4.239622 -0.325633 0.655307 -0.243 0.008 0.016 -0.0023
H -3.281606 1.569063 -0.696020 -0.195 0.006 0.012 0.0025
H -0.880549 1.742379 -1.032517 -0.052 -0.270 0.195 0.0045
H -0.245284 -1.765691 1.240068 -0.073 0.118 -0.063 -0.0102
```
Positions in Å, forces in eV/Å.

Values from the calculation:
Multiplicity ... 6
HOMO (alpha / beta) ... -20.488 / -23.104 eV
Total charge ... +3
Maximum force ... 13.0 eV Å⁻¹
Kohn-Sham gap (alpha / beta) ... 7.713 / 6.631 eV
E ... -1254.70979 Eh

***

C9H4F6N2O8S5SbTb | ωB97M-V with the def2-TZVPD basis set

XYZ file:
```
36
Properties=species:S:1:pos:R:3:forces:R:3:mulliken_spin:R:1
Tb -0.230260 0.884729 -0.598315 2.290 -1.484 -2.379 8.1846
O 2.540966 -1.535094 1.484535 -0.082 -0.010 -0.071 -0.0019
C 1.675127 -0.943994 0.597182 0.499 0.172 -0.478 0.0381
O 0.641104 -0.336473 1.085892 0.042 -0.514 0.090 -0.0586
C 1.421549 -1.800076 -0.623933 -0.092 -0.137 0.426 -0.0313
C 2.202183 -2.822186 -1.134772 -0.108 -0.083 -0.064 -0.0094
C 1.779733 -3.399273 -2.325818 0.007 0.006 0.017 0.0084
C 0.633365 -2.942432 -2.975973 -0.023 -0.106 -0.032 0.0109
C -0.048881 -1.882253 -2.415680 -0.142 0.213 -0.007 0.0073
N 0.344008 -1.364936 -1.257541 0.176 -0.054 0.172 -0.0707
C -1.183815 -1.051772 -3.035656 0.151 -0.211 -0.071 -0.0383
O -1.943823 -1.555799 -3.842315 0.137 0.057 0.021 -0.0003
O -1.144133 0.157868 -2.600723 -0.553 -0.040 0.345 -0.0027
H 2.487035 -1.012743 2.294467 -0.026 0.021 0.012 -0.0033
H 3.106433 -3.122886 -0.625796 -0.013 -0.029 -0.023 -0.0001
H 2.362389 -4.197844 -2.769178 -0.014 0.001 0.012 0.0005
H 0.297191 -3.362871 -3.913352 -0.003 0.016 0.008 -0.0001
S 4.033812 1.442734 -3.749523 -0.059 -0.066 -0.112 -0.4895
Sb 2.082564 0.940576 -2.693720 0.773 0.636 0.028 -0.2358
S 0.765286 2.847188 -2.239138 0.106 -0.040 -0.168 -0.1663
S 2.765181 0.593732 -0.327204 -0.003 -0.105 -0.203 -0.0989
F -4.927691 0.586337 0.628660 0.007 0.008 0.080 -0.0028
C -4.103651 0.909317 1.617218 -0.048 0.023 -0.003 -0.0105
F -4.291373 0.084180 2.643515 -0.037 0.044 -0.073 0.0010
F -4.333682 2.157459 2.001195 -0.050 -0.082 0.004 0.0004
S -2.368851 0.768203 1.033089 -0.477 0.357 0.582 0.0130
O -2.176906 -0.576151 0.553469 -0.397 0.173 0.394 0.0004
O -2.219327 1.783807 -0.031956 -1.725 0.277 0.474 -0.0183
N -1.531204 1.164491 2.300409 0.223 0.393 -0.388 0.0074
S -0.605969 2.482429 2.155709 -0.421 0.108 0.140 -0.0168
O 0.259435 2.444198 0.975010 -0.249 0.777 1.189 -0.0167
O -1.296357 3.702423 2.427650 0.118 -0.146 -0.020 0.0021
C 0.544816 2.260078 3.578003 -0.049 -0.179 0.063 0.0001
F 1.408244 1.278947 3.378136 -0.011 0.012 0.042 -0.0018
F 1.208784 3.403646 3.721341 -0.013 -0.060 0.021 -0.0002
F -0.153279 2.014440 4.685112 0.065 0.051 -0.028 0.0001
```
Positions in Å, forces in eV/Å.

Values from the calculation:
Multiplicity ... 8
HOMO (alpha / beta) ... -4.191 / -5.242 eV
Total charge ... -1
Energy relative to the best compared isomer or geometry (same formula, charge and spin) ... 51.0 kcal/mol
Maximum force ... 3.6 eV Å⁻¹
Kohn-Sham gap (alpha / beta) ... 4.513 / 7.525 eV
E ... -4711.86581 Eh